No. 1
The following is a DFT calculation (ωB97M-V/def2-TZVPD) of a structure of composition C18H13BeI2N4OS in a non-equilibrium geometry.

Summary:
ΔE to the lowest compared entry with this formula, charge and spin, kJ/mol: 16.2
Gap between HOMO and LUMO, eV: 6.824
HOMO energy, eV: -10.324
Electronic energy, hartree: -1996.30486
Total charge: +1

Each line ends with the natural charge from an NBO analysis.
Positions of all 40 atoms, in Å:
Be (-0.839, -0.905, -0.072)  1.596
I (-0.829, -5.352, -1.676)  0.196
C (0.371, -3.687, -2.122)  -0.207
C (1.396, -3.734, -3.070)  -0.216
C (2.170, -2.629, -3.341)  -0.188
I (3.712, -2.781, -4.774)  0.175
C (1.947, -1.405, -2.671)  -0.036
C (2.642, -0.196, -2.836)  -0.111
C (2.285, 0.909, -2.097)  -0.264
C (1.229, 0.820, -1.191)  0.081
N (0.550, -0.294, -1.007)  -0.624
C (0.896, -1.387, -1.720)  0.090
C (0.105, -2.520, -1.431)  0.283
O (-0.821, -2.381, -0.523)  -0.936
H (1.575, -4.661, -3.593)  0.248
H (3.452, -0.144, -3.545)  0.245
H (2.809, 1.844, -2.212)  0.239
H (0.936, 1.676, -0.601)  0.197
C (-3.184, 3.294, -0.710)  -0.415
N (-2.354, 2.843, 0.371)  -0.332
C (-1.816, 3.641, 1.340)  -0.025
C (-1.079, 2.864, 2.155)  -0.076
N (-1.152, 1.558, 1.685)  -0.375
C (-1.961, 1.569, 0.573)  0.268
S (-2.504, 0.315, -0.399)  -0.252
C (-0.523, 0.478, 2.297)  0.402
C (0.004, 0.613, 3.585)  -0.255
C (0.666, -0.455, 4.158)  -0.106
C (0.757, -1.647, 3.450)  -0.237
C (0.195, -1.704, 2.193)  0.084
N (-0.413, -0.666, 1.616)  -0.632
H (-3.168, 4.382, -0.727)  0.230
H (-4.207, 2.941, -0.576)  0.236
H (-2.808, 2.900, -1.655)  0.241
H (-1.999, 4.695, 1.372)  0.250
H (-0.509, 3.142, 3.012)  0.245
H (-0.101, 1.530, 4.141)  0.236
H (1.095, -0.359, 5.143)  0.245
H (1.255, -2.509, 3.862)  0.251
H (0.222, -2.598, 1.595)  0.247

***

No. 2
The following is a DFT calculation (ωB97M-V/def2-TZVPD) of a structure of composition C32H19F11N2O5S2V.

Summary:
Gap between HOMO and LUMO (alpha / beta), eV: 6.382 / 6.415
HOMO energy (alpha / beta), eV: -11.589 / -11.589
Electronic energy, hartree: -4555.27903
Total charge: +1

Each line ends with the Löwdin charge.
Positions of all 72 atoms, in Å:
V (-0.251, 0.453, 0.629)  0.909
O (0.051, 2.156, -0.619)  -0.360
S (-0.433, 1.553, -1.893)  0.665
O (0.478, 1.485, -2.982)  -0.225
N (-0.849, 0.162, -1.211)  -0.263
C (-1.495, -0.993, -1.623)  -0.226
C (-1.977, -1.346, -2.852)  0.036
C (-2.655, -2.580, -2.984)  -0.036
C (-2.845, -3.417, -1.919)  -0.004
C (-2.367, -3.053, -0.636)  -0.130
C (-2.515, -3.820, 0.540)  0.046
C (-2.026, -3.345, 1.728)  0.007
C (-1.380, -2.102, 1.773)  -0.033
N (-1.220, -1.364, 0.684)  0.051
C (-1.700, -1.830, -0.510)  -0.137
C (-1.900, 2.346, -2.418)  -0.274
C (-1.871, 3.069, -3.602)  -0.033
C (-3.028, 3.714, -4.011)  -0.044
C (-4.183, 3.621, -3.248)  -0.043
C (-4.198, 2.882, -2.070)  -0.049
C (-3.050, 2.239, -1.644)  -0.053
H (-1.834, -0.706, -3.713)  0.128
H (-3.028, -2.862, -3.960)  0.119
H (-3.363, -4.359, -2.041)  0.125
H (-3.018, -4.778, 0.493)  0.135
H (-2.123, -3.906, 2.646)  0.126
H (-0.989, -1.709, 2.702)  0.113
H (-0.961, 3.120, -4.184)  0.122
H (-3.026, 4.288, -4.928)  0.118
H (-5.083, 4.124, -3.575)  0.117
H (-5.107, 2.807, -1.487)  0.116
H (-3.040, 1.659, -0.730)  0.102
O (1.078, -1.198, 3.845)  0.160
C (1.429, -0.567, 2.892)  -0.460
O (0.476, 0.149, 2.193)  -0.209
C (2.782, -0.424, 2.356)  -0.166
C (3.015, 0.180, 1.000)  -0.449
C (4.382, -0.198, 0.369)  -0.234
C (5.456, -0.371, 1.415)  -0.001
C (5.186, -0.622, 2.694)  -0.036
C (3.810, -0.754, 3.147)  0.028
H (3.006, 1.271, 1.104)  0.138
H (4.664, 0.643, -0.262)  0.146
H (6.480, -0.328, 1.062)  0.129
H (5.985, -0.772, 3.407)  0.115
H (3.606, -1.131, 4.141)  0.137
F (4.325, -4.598, -3.186)  0.152
C (4.342, -3.575, -2.344)  -0.126
C (4.799, -2.337, -2.762)  -0.129
F (5.220, -2.172, -4.010)  0.144
C (4.803, -1.278, -1.871)  -0.151
F (5.241, -0.096, -2.315)  0.120
C (4.364, -1.405, -0.559)  -0.099
S (1.721, -0.189, -0.229)  0.949
C (3.921, -2.663, -0.176)  -0.165
F (3.467, -2.862, 1.067)  0.129
C (3.899, -3.739, -1.043)  -0.130
F (3.447, -4.922, -0.636)  0.137
C (-3.484, 2.633, 2.024)  0.043
C (-2.013, 2.350, 2.296)  -0.349
O (-1.512, 1.491, 1.320)  -0.196
C (-1.187, 3.656, 2.225)  -0.565
F (0.127, 3.401, 2.230)  0.171
F (-1.463, 4.311, 1.093)  0.174
F (-1.468, 4.457, 3.253)  0.192
C (-1.868, 1.681, 3.692)  -0.559
F (-2.272, 0.401, 3.602)  0.161
F (-2.640, 2.286, 4.596)  0.180
F (-0.619, 1.690, 4.151)  0.187
H (-3.584, 3.139, 1.067)  0.086
H (-3.906, 3.263, 2.803)  0.110
H (-4.027, 1.689, 1.997)  0.112

***

No. 3
The following is a DFT calculation (ωB97M-V/def2-TZVPD) of a structure of composition C52H39IN7O7S2V in a non-equilibrium geometry.

Summary:
2S+1: 4
ΔE to the lowest compared entry with this formula, charge and spin, kJ/mol: 0.0
Gap between HOMO and LUMO (alpha / beta), eV: 6.607 / 5.131
HOMO energy (alpha / beta), eV: -9.980 / -9.979
Electronic energy, hartree: -4952.84325
Total charge: +1
<S²>: 3.7631

Each line ends with the Mulliken spin population.
Positions of all 109 atoms, in Å:
V (0.209, 1.431, 0.341)  1.917
O (1.630, -4.641, 0.857)  0.000
C (2.734, -4.056, 0.641)  0.000
O (3.817, -4.458, 0.194)  0.000
C (2.647, -2.560, 0.966)  0.000
C (1.931, -2.154, 2.080)  -0.002
C (1.647, -0.825, 2.274)  -0.004
N (2.004, 0.117, 1.377)  0.074
C (2.888, -0.232, 0.417)  0.015
C (3.215, -1.564, 0.180)  -0.002
C (3.536, 0.849, -0.398)  -0.006
C (4.076, 0.565, -1.652)  0.004
C (4.720, 1.568, -2.352)  0.000
C (4.826, 2.827, -1.781)  0.002
C (4.254, 3.020, -0.534)  0.000
N (3.611, 2.067, 0.142)  0.007
C (0.995, -0.360, 3.552)  -0.017
C (0.515, -1.261, 4.503)  0.004
C (-0.032, -0.784, 5.681)  0.000
C (-0.080, 0.582, 5.896)  0.001
C (0.453, 1.404, 4.915)  -0.001
N (0.981, 0.950, 3.781)  0.002
H (1.591, -2.918, 2.765)  -0.001
H (3.907, -1.852, -0.601)  0.000
H (3.982, -0.423, -2.084)  0.001
H (5.143, 1.367, -3.329)  0.000
H (5.344, 3.635, -2.283)  0.000
H (4.316, 3.991, -0.047)  0.000
H (0.597, -2.328, 4.356)  0.000
H (-0.400, -1.474, 6.430)  0.000
H (-0.494, 0.998, 6.804)  0.000
H (0.467, 2.484, 5.046)  0.000
S (0.984, -3.541, -2.536)  0.000
C (0.920, -4.775, -3.700)  -0.001
C (0.833, -4.281, -4.969)  0.000
C (0.822, -2.863, -4.992)  -0.001
C (0.895, -2.317, -3.739)  -0.001
C (0.924, -0.900, -3.358)  -0.009
C (0.868, -0.555, -1.992)  0.067
N (0.865, 0.680, -1.542)  -0.040
C (0.968, 1.683, -2.446)  0.040
C (1.022, 1.467, -3.816)  -0.008
C (1.116, 2.612, -4.690)  -0.002
C (1.159, 3.866, -4.197)  -0.001
C (1.119, 4.104, -2.777)  -0.006
C (1.156, 5.376, -2.189)  0.019
C (1.131, 5.519, -0.813)  0.015
C (1.055, 4.350, -0.049)  0.020
N (0.992, 3.140, -0.571)  -0.013
C (1.033, 3.013, -1.918)  -0.001
C (1.166, 6.823, -0.125)  0.001
C (1.200, 7.062, 1.221)  -0.001
C (1.207, 8.446, 1.546)  0.001
C (1.177, 9.232, 0.437)  -0.001
S (1.143, 8.307, -0.995)  0.000
C (0.986, 0.136, -4.265)  0.015
H (0.971, -5.807, -3.381)  0.000
H (0.789, -4.903, -5.853)  0.000
H (0.759, -2.283, -5.905)  0.000
H (0.829, -1.334, -1.242)  -0.006
H (1.156, 2.440, -5.760)  0.000
H (1.228, 4.718, -4.862)  0.000
H (1.209, 6.250, -2.830)  0.000
H (1.063, 4.388, 1.033)  -0.001
H (1.237, 6.281, 1.972)  0.001
H (1.238, 8.833, 2.555)  0.000
H (1.174, 10.310, 0.379)  0.000
H (1.020, -0.065, -5.330)  0.000
O (-1.443, 2.273, -0.386)  0.478
O (-1.882, 3.209, 0.374)  0.451
C (-5.347, -3.071, 1.573)  0.000
O (-3.970, -3.442, 1.615)  0.000
C (-3.660, -4.748, 1.467)  0.000
C (-4.593, -5.775, 1.385)  0.000
C (-4.176, -7.098, 1.293)  0.000
C (-2.826, -7.415, 1.284)  0.000
C (-1.895, -6.392, 1.351)  0.000
C (-2.303, -5.070, 1.422)  -0.001
N (-1.285, -4.068, 1.563)  0.001
C (-1.149, -2.883, 1.052)  0.005
C (-1.795, -2.320, -0.073)  0.001
C (-2.528, -3.107, -0.988)  -0.002
C (-3.140, -2.547, -2.072)  0.003
C (-3.054, -1.157, -2.236)  0.005
C (-2.296, -0.374, -1.396)  -0.003
C (-1.599, -0.934, -0.306)  -0.014
O (-0.751, -0.235, 0.445)  -0.009
H (-5.366, -1.988, 1.650)  0.000
H (-5.897, -3.505, 2.410)  0.000
H (-5.802, -3.377, 0.629)  0.000
H (-5.648, -5.548, 1.411)  0.000
H (-4.918, -7.884, 1.241)  0.000
H (-2.499, -8.444, 1.220)  0.000
H (-0.832, -6.612, 1.319)  0.000
H (-0.551, -4.333, 2.206)  0.000
H (-0.396, -2.276, 1.532)  0.000
H (-2.566, -4.180, -0.843)  0.000
H (-3.675, -3.156, -2.787)  0.000
H (-3.588, -0.682, -3.052)  0.000
H (-2.250, 0.692, -1.563)  -0.010
N (-1.603, 4.022, 2.631)  -0.005
C (-1.538, 2.859, 1.840)  0.000
O (-0.290, 2.317, 1.807)  0.001
C (-2.538, 1.815, 2.342)  0.024
I (-4.582, 2.297, 1.971)  0.000
H (-0.932, 4.719, 2.328)  -0.002
H (-2.529, 4.438, 2.614)  -0.001
H (-2.408, 1.744, 3.415)  0.001
H (-2.339, 0.859, 1.872)  -0.004